1.
10
Properties=species:S:1:pos:R:3 method="wB97M-V/def2-TZVPD" e_above_lowest_ev=3.946 smiles="C=N/N=C/C=O" homo_lumo_gap_ev=9.66
C -1.916 0.326 0.020
H -0.331 1.654 0.015
H -2.504 1.357 0.013
O -2.630 -0.614 0.063
H 2.565 -0.189 1.499
H 3.611 -0.025 -0.281
C 2.681 -0.118 0.298
C -0.381 0.548 0.084
N 0.491 -0.307 -0.150
N 1.708 -0.039 -0.445

---

2.
8
Properties=species:S:1:pos:R:3 method="wB97M-V/def2-TZVPD" e_above_lowest_ev=0.000 homo_lumo_gap_ev=9.39
F 1.014 0.605 -1.738
C 0.974 -0.840 1.485
F -0.807 -0.310 -2.053
O 1.474 -1.291 0.541
I -2.400 0.924 0.616
N -0.491 0.932 -0.079
C -0.162 0.431 -1.163
O 0.398 -0.450 2.392

---

3.
9
Properties=species:S:1:pos:R:3 method="wB97M-V/def2-TZVPD" e_above_lowest_ev=1.443 homo_lumo_gap_ev="7.86 / 8.35" spin_multiplicity=3
N 2.334 -0.101 0.170
H -0.763 -1.587 -0.977
H -0.073 1.315 1.257
O -1.223 -1.303 0.985
C -0.102 0.308 -0.385
H -0.137 0.859 -1.286
O -0.367 1.508 0.472
C -0.908 -1.025 -0.108
C 1.239 0.028 -0.128

---

4.
91
Properties=species:S:1:pos:R:3 method="wB97M-V/def2-TZVPD" charge=+2 homo_lumo_gap_ev="3.25 / 3.28" spin_multiplicity=2
C -2.435 -2.395 0.604
H 0.607 -2.298 -2.172
H 5.046 -0.471 -4.435
H 9.049 -2.001 -1.635
C 1.525 -0.081 -2.918
H 3.118 -0.016 -5.895
C 3.036 -1.860 0.434
C 4.114 -4.000 0.422
H 6.685 0.059 1.259
H 3.906 1.832 -1.562
C 0.971 -4.979 -0.131
H -4.451 -0.738 0.338
C -4.210 -4.142 0.454
C 2.881 -1.949 1.818
H 8.471 2.479 4.076
C 0.552 -2.914 -1.285
N 0.267 -2.258 -0.125
H -0.431 3.921 0.746
O -0.929 1.094 1.103
H 3.382 1.106 1.370
As 5.884 2.672 -0.213
H 6.582 3.133 5.526
C -1.590 2.128 0.738
C 6.430 3.006 4.466
H 8.020 -1.889 0.602
H 2.367 -1.149 2.343
C 7.308 2.536 2.286
H -6.827 -1.262 -0.166
C 7.426 0.942 -1.930
H 7.266 1.749 -2.636
C 3.363 -3.049 2.499
O -2.742 2.393 0.914
H -3.498 -4.929 0.628
H 4.019 3.342 2.125
C 3.888 -0.454 -2.642
H 4.745 -0.631 -2.009
C -7.516 -5.325 -0.153
C 3.967 -4.081 1.796
C 2.969 -0.112 -4.832
H 8.652 -0.195 -3.266
C 6.046 2.742 1.725
H 3.274 -3.104 3.573
H 4.357 3.536 4.551
C 0.520 -4.440 1.018
H 0.851 0.182 -4.929
H 3.776 -2.826 -1.335
H 1.388 2.722 0.125
C 4.059 -0.355 -4.012
C -3.833 -2.787 0.456
C 6.874 1.031 -0.656
O -2.082 -1.218 0.501
C 3.659 -2.885 -0.265
H 0.539 0.031 -2.469
C 7.850 -1.097 -0.112
P 2.346 -0.334 -0.292
H 3.344 2.904 -0.275
C 8.197 -0.150 -2.289
Re -0.009 -0.356 0.308
O -7.670 -3.922 -0.254
C 7.494 2.646 3.651
H 0.756 2.492 -1.398
H 0.590 -4.931 1.974
C 8.418 -1.166 -1.373
H 1.082 -4.707 -2.298
O -6.165 -5.598 0.151
C -6.106 -2.041 0.015
C 1.701 0.014 -4.287
C -4.777 -1.764 0.270
N 2.240 -7.198 -0.257
C 2.617 -0.318 -2.086
H -1.178 3.556 -0.832
C -0.617 3.140 0.004
H 4.587 -4.810 -0.112
H -7.798 -5.802 -1.105
C -6.474 -3.375 -0.021
O -1.595 -3.400 0.815
C 7.089 0.000 0.255
C -5.535 -4.408 0.221
C 1.651 -6.223 -0.176
H 4.312 -4.958 2.317
N 0.574 2.437 -0.405
C 4.991 3.125 2.551
H 4.540 0.191 0.414
C 0.854 -4.234 -1.357
H 8.144 2.284 1.644
H -8.173 -5.713 0.641
C 3.987 2.051 -0.493
H -0.047 -2.581 1.926
C 3.653 0.834 0.347
C -0.173 -3.115 0.966
C 5.178 3.239 3.916

---

Number 1: calculated total energy -301.34221 Eh. Number 2: calculated total energy -778.87605 Eh. Number 3: calculated total energy -321.12496 Eh. Number 4: calculated total energy -4893.09644 Eh.